No. 1
Here is C26H27ClF2N8O5S2Y as an isolated structure at a distorted geometry from the OMol25 dataset. Energies are from ωB97M-V/def2-TZVPD.

Element x y z (Å)
1 Y -1.5380 -0.1541 -0.8678
2 O -2.7391 5.9220 -1.6289
3 C -2.2562 5.9150 -0.4083
4 O -2.0496 6.9305 0.2115
5 C -1.9384 4.5780 0.1901
6 C -1.4453 4.3990 1.4714
7 Cl -1.3855 5.5388 2.7256
8 N -1.1516 3.0768 1.6272
9 N -1.4509 2.3928 0.5146
10 C -1.9326 3.2683 -0.3522
11 C -2.4756 2.7665 -1.6669
12 O -2.8378 3.5777 -2.5208
13 O -2.5492 1.5039 -1.7931
14 C -0.6004 2.4038 2.7554
15 C -1.0535 1.1259 3.0593
16 C -0.5584 0.4619 4.1685
17 C 0.3923 1.0638 4.9802
18 C 0.8669 2.3255 4.6551
19 C 0.3858 2.9936 3.5394
20 H -2.7993 5.0002 -2.0229
21 H -1.7901 0.6556 2.4264
22 H -0.9312 -0.5279 4.4004
23 H 0.7609 0.5507 5.8593
24 H 1.6179 2.8026 5.2712
25 H 0.7885 3.9602 3.2846
26 C 1.3276 -4.0404 -4.4837
27 N 0.9044 -3.2620 -3.3510
28 C 0.2619 -3.8815 -2.2191
29 C -0.3003 -2.6644 -1.5043
30 O -0.9640 -2.6537 -0.4542
31 N -0.0225 -1.5618 -2.1875
32 C 0.6656 -1.8989 -3.3492
33 N 1.0060 -1.0201 -4.2143
34 H 2.1320 -4.7239 -4.2034
35 H 1.6958 -3.3808 -5.2655
36 H 0.4997 -4.6313 -4.8902
37 H 0.9657 -4.4355 -1.5913
38 H -0.5461 -4.5617 -2.5137
39 H 0.2616 0.6571 -3.3571
40 H 1.4987 -1.3841 -5.0188
41 S -5.0055 -2.9567 -2.8752
42 C -4.9570 -1.4584 -3.7085
43 C -3.8741 -0.7467 -3.3172
44 N -3.0835 -1.3705 -2.3812
45 C -3.5675 -2.5362 -2.0589
46 H -5.7189 -1.1912 -4.4206
47 H -3.6097 0.2406 -3.6620
48 H -3.1255 -3.1870 -1.3181
49 F -2.7063 -1.4059 1.4989
50 C -3.1326 -0.2805 0.7327
51 F -4.2894 -0.7595 0.0673
52 H -3.5422 0.4093 1.4841
53 N 0.2732 -0.0844 0.5438
54 C 1.3147 -0.2485 1.0168
55 N 2.4975 -0.4132 1.5348
56 C 2.6699 -0.8905 2.9089
57 C 3.7132 -2.0017 2.9284
58 C 5.0107 -1.5298 2.2690
59 C 4.7407 -1.0889 0.8291
60 C 3.6983 0.0233 0.8177
61 H 1.7079 -1.2357 3.2815
62 H 2.9986 -0.0524 3.5338
63 H 3.3224 -2.8654 2.3847
64 H 3.8918 -2.3026 3.9618
65 H 5.7430 -2.3380 2.2848
66 H 5.4281 -0.6929 2.8375
67 H 4.3792 -1.9389 0.2454
68 H 5.6522 -0.7177 0.3584
69 H 3.4097 0.3009 -0.1953
70 H 4.1057 0.9077 1.3204
71 S 1.1875 2.1830 -1.8119
72 C 0.1520 1.1403 -2.3670

As for the multiplicity: 2. The expectation value of S² is 0.754. The orbital gap (spin up / spin down) comes out at 7.629 / 6.987 eV. As for the highest occupied orbital energy (spin up / spin down): -0.2939 / -0.3032 Ha. As for the net charge: 0.



No. 2
Here is a 4-piece molecular cluster, C9H24N4O6 overall at a distorted geometry from the OMol25 dataset. Energies are from ωB97M-V/def2-TZVPD.

Element x y z (Å)
1 N -0.0787 1.6148 0.4665
2 O -0.1945 0.5976 -0.2445
3 O -1.0579 2.1142 1.0455
4 O 1.0307 2.1754 0.5899
5 C -5.5386 0.6999 2.4784
6 C -4.4812 1.0951 1.5122
7 O -4.5419 1.9079 0.6598
8 N -3.1551 0.3855 1.6907
9 H -2.3552 0.9491 1.3236
10 H -2.9217 0.2577 2.6789
11 C -3.1131 -0.9468 1.0153
12 H -6.0103 -0.2362 2.1648
13 H -6.3466 1.4270 2.4338
14 H -5.1759 0.6298 3.5024
15 H -3.5018 -0.8079 0.0103
16 H -3.7195 -1.6553 1.5712
17 H -2.0775 -1.2679 0.9651
18 C 0.8245 -2.0360 -2.2152
19 C 0.1616 -3.2821 -1.7714
20 O -0.2067 -3.5975 -0.6987
21 N -0.2721 -4.2350 -2.9187
22 H -1.2942 -4.1967 -2.9023
23 H 0.0872 -3.8794 -3.8062
24 C 0.1694 -5.6754 -2.7343
25 H 1.3574 -1.6050 -1.3656
26 H 0.0715 -1.2891 -2.4805
27 H 1.5950 -2.1685 -2.9750
28 H -0.2875 -6.2487 -3.5324
29 H -0.1175 -5.9469 -1.7249
30 H 1.2507 -5.7000 -2.8385
31 C 4.3544 1.3158 0.2901
32 C 4.5791 2.7763 0.5056
33 O 5.5731 3.3890 0.3423
34 N 3.3673 3.4838 1.0931
35 H 2.5311 2.9728 0.7557
36 H 3.3683 3.4358 2.1135
37 C 3.3174 4.9395 0.6617
38 H 3.7798 1.1881 -0.6345
39 H 3.8054 0.8607 1.1105
40 H 5.3159 0.8538 0.0845
41 H 3.2535 4.9285 -0.4183
42 H 4.2126 5.3888 1.0755
43 H 2.4420 5.3876 1.1200

The orbital gap comes out at 8.774 eV. As for the highest occupied orbital energy: -0.5335 Ha. As for the net charge: +2.



| no. | E_tot (eV) |
| --- | --- |
| 1 | -90231.446 |
| 2 | -27948.927 |